{"formula": "C98H216ClF2N11O4S2", "method": "the ωB97M-V functional and the def2-TZVPD basis", "charge": 8, "e_homo_ha": -0.7687, "orbital_gap_ev": 7.1, "total_energy_ev": -169244.510, "elements": ["C", "C", "C", "C", "N", "C", "C", "C", "C", "C", "H", "H", "H", "H", "H", "H", "H", "H", "H", "H", "H", "H", "H", "H", "H", "H", "H", "H", "H", "H", "C", "C", "C", "C", "N", "C", "C", "C", "C", "C", "H", "H", "H", "H", "H", "H", "H", "H", "H", "H", "H", "H", "H", "H", "H", "H", "H", "H", "H", "H", "C", "C", "C", "C", "N", "C", "C", "C", "C", "C", "H", "H", "H", "H", "H", "H", "H", "H", "H", "H", "H", "H", "H", "H", "H", "H", "H", "H", "H", "H", "C", "C", "C", "C", "N", "C", "C", "C", "C", "C", "H", "H", "H", "H", "H", "H", "H", "H", "H", "H", "H", "H", "H", "H", "H", "H", "H", "H", "H", "H", "C", "C", "C", "C", "N", "C", "C", "C", "C", "C", "H", "H", "H", "H", "H", "H", "H", "H", "H", "H", "H", "H", "H", "H", "H", "H", "H", "H", "H", "H", "C", "C", "C", "C", "N", "C", "C", "C", "C", "C", "H", "H", "H", "H", "H", "H", "H", "H", "H", "H", "H", "H", "H", "H", "H", "H", "H", "H", "H", "H", "C", "C", "C", "C", "N", "C", "C", "C", "C", "C", "C", "C", "H", "H", "H", "H", "H", "H", "H", "H", "H", "H", "H", "H", "H", "H", "H", "H", "H", "H", "H", "H", "H", "H", "H", "H", "C", "C", "C", "C", "N", "C", "C", "C", "C", "C", "C", "C", "H", "H", "H", "H", "H", "H", "H", "H", "H", "H", "H", "H", "H", "H", "H", "H", "H", "H", "H", "H", "H", "H", "H", "H", "C", "C", "C", "C", "N", "C", "C", "C", "C", "C", "C", "C", "H", "H", "H", "H", "H", "H", "H", "H", "H", "H", "H", "H", "H", "H", "H", "H", "H", "H", "H", "H", "H", "H", "H", "H", "C", "C", "C", "C", "N", "C", "C", "C", "C", "C", "C", "C", "H", "H", "H", "H", "H", "H", "H", "H", "H", "H", "H", "H", "H", "H", "H", "H", "H", "H", "H", "H", "H", "H", "H", "H", "N", "S", "O", "O", "F", "S", "O", "O", "F", "Cl"], "xyz": [[1.775, -3.910, -8.850], [1.004, -3.251, -10.022], [-0.303, -2.506, -9.631], [-0.089, -1.275, -8.774], [-1.306, -0.405, -8.498], [-0.830, 0.703, -7.551], [-0.995, 0.154, -6.031], [-1.702, -1.205, -6.209], [-2.287, -1.184, -7.643], [-1.978, 0.104, -9.776], [2.374, -3.221, -8.254], [2.510, -4.621, -9.227], [1.189, -4.413, -8.081], [0.710, -4.076, -10.672], [1.549, -2.522, -10.622], [-0.979, -3.215, -9.154], [-0.792, -2.225, -10.564], [0.558, -0.598, -9.334], [0.520, -1.556, -7.915], [-1.528, 1.535, -7.641], [0.171, 1.077, -7.765], [-1.750, 0.846, -5.658], [-0.177, 0.259, -5.319], [-2.447, -1.152, -5.415], [-1.060, -2.059, -5.994], [-3.157, -0.529, -7.679], [-2.405, -2.172, -8.087], [-1.313, 0.824, -10.252], [-2.858, 0.691, -9.513], [-2.143, -0.739, -10.447], [9.083, 0.273, 2.306], [8.273, -0.930, 2.706], [7.926, -1.745, 1.471], [7.182, -3.046, 1.707], [6.507, -3.664, 0.431], [5.528, -2.740, -0.337], [4.256, -3.551, -0.538], [4.741, -4.993, -0.338], [5.696, -4.882, 0.744], [7.641, -4.165, -0.530], [9.171, 0.936, 3.168], [8.847, 0.776, 1.368], [10.110, -0.085, 2.252], [7.429, -0.646, 3.336], [8.918, -1.437, 3.424], [8.745, -1.857, 0.762], [7.240, -1.084, 0.942], [6.369, -2.878, 2.413], [7.866, -3.783, 2.127], [5.946, -2.298, -1.242], [5.202, -1.910, 0.289], [3.765, -3.399, -1.498], [3.563, -3.218, 0.235], [5.071, -5.352, -1.313], [3.894, -5.667, -0.214], [6.274, -5.784, 0.946], [5.178, -4.691, 1.684], [8.136, -3.274, -0.915], [7.044, -4.618, -1.321], [8.249, -4.874, 0.032], [-1.863, -4.858, -0.403], [-2.108, -6.330, -0.469], [-2.103, -6.800, -1.937], [-2.786, -5.886, -3.004], [-3.149, -6.565, -4.340], [-1.914, -7.208, -5.020], [-1.142, -6.088, -5.740], [-2.102, -4.863, -5.909], [-3.497, -5.355, -5.343], [-4.247, -7.586, -4.286], [-2.623, -4.213, -0.844], [-0.907, -4.553, -0.829], [-1.814, -4.430, 0.598], [-3.052, -6.660, -0.035], [-1.386, -6.820, 0.184], [-2.561, -7.789, -1.979], [-1.038, -6.848, -2.163], [-2.224, -4.984, -3.251], [-3.702, -5.442, -2.614], [-2.156, -7.998, -5.730], [-1.323, -7.726, -4.265], [-0.704, -6.441, -6.674], [-0.241, -5.849, -5.175], [-2.209, -4.522, -6.939], [-1.742, -4.075, -5.248], [-4.029, -5.794, -6.186], [-3.991, -4.559, -4.784], [-3.951, -8.371, -3.591], [-4.404, -8.029, -5.269], [-5.180, -7.084, -4.030], [0.333, 3.518, -4.319], [1.789, 3.098, -4.655], [2.494, 2.541, -3.476], [3.942, 2.073, -3.807], [4.740, 1.363, -2.644], [5.061, 2.292, -1.413], [6.371, 1.716, -0.854], [7.141, 1.220, -2.123], [6.136, 0.864, -3.197], [3.927, 0.134, -2.194], [-0.134, 4.094, -5.118], [0.366, 4.074, -3.382], [-0.218, 2.600, -4.116], [2.263, 3.970, -5.105], [1.863, 2.367, -5.461], [2.022, 1.601, -3.193], [2.478, 3.246, -2.645], [4.629, 2.808, -4.228], [3.820, 1.303, -4.568], [4.240, 2.284, -0.695], [5.194, 3.325, -1.733], [6.059, 0.881, -0.227], [6.966, 2.469, -0.338], [7.647, 0.284, -1.882], [7.939, 1.836, -2.538], [5.972, -0.208, -3.309], [6.432, 1.354, -4.125], [3.827, -0.396, -3.142], [3.020, 0.361, -1.633], [4.525, -0.383, -1.444], [-5.771, 8.755, 5.215], [-6.064, 7.374, 4.634], [-4.719, 6.574, 4.682], [-4.855, 5.128, 4.142], [-3.543, 4.285, 4.350], [-3.652, 2.942, 3.646], [-3.253, 1.965, 4.704], [-2.535, 2.641, 5.820], [-3.299, 3.944, 5.870], [-2.302, 4.951, 3.755], [-6.499, 9.523, 4.952], [-4.816, 9.148, 4.868], [-5.702, 8.678, 6.300], [-6.643, 7.353, 3.711], [-6.679, 6.910, 5.405], [-4.161, 6.611, 5.617], [-4.135, 7.122, 3.943], [-5.053, 5.001, 3.078], [-5.594, 4.552, 4.700], [-3.061, 2.821, 2.738], [-4.692, 2.913, 3.322], [-2.775, 1.113, 4.221], [-4.137, 1.425, 5.043], [-1.513, 2.966, 5.627], [-2.669, 2.160, 6.789], [-2.909, 4.779, 6.451], [-4.312, 3.768, 6.231], [-2.660, 5.241, 2.767], [-1.467, 4.252, 3.714], [-2.087, 5.822, 4.374], [-3.165, 6.104, -3.524], [-3.951, 5.592, -4.746], [-4.086, 4.038, -4.613], [-4.769, 3.500, -3.265], [-5.448, 2.145, -3.294], [-4.515, 0.986, -3.734], [-4.739, 0.815, -5.182], [-6.235, 1.044, -5.369], [-6.579, 2.119, -4.382], [-6.063, 1.756, -1.941], [-2.194, 5.663, -3.749], [-3.600, 5.716, -2.603], [-3.129, 7.190, -3.435], [-3.407, 5.838, -5.658], [-4.867, 6.130, -4.992], [-3.074, 3.634, -4.611], [-4.572, 3.665, -5.514], [-5.478, 4.171, -2.779], [-4.041, 3.492, -2.454], [-4.762, 0.126, -3.113], [-3.498, 1.338, -3.562], [-4.511, -0.166, -5.599], [-4.067, 1.555, -5.615], [-6.793, 0.109, -5.309], [-6.229, 1.387, -6.403], [-7.595, 2.022, -3.999], [-6.632, 3.083, -4.889], [-6.631, 0.827, -1.992], [-6.780, 2.515, -1.629], [-5.249, 1.553, -1.244], [7.785, 5.107, 0.863], [7.048, 4.283, 1.897], [5.516, 4.708, 1.872], [4.762, 3.907, 2.868], [3.346, 4.362, 3.261], [2.632, 3.369, 4.233], [1.104, 3.303, 3.963], [0.986, 4.246, 2.742], [2.346, 4.440, 2.094], [3.380, 5.896, 3.792], [4.408, 6.117, 4.970], [4.145, 7.444, 5.610], [7.303, 4.952, -0.102], [8.819, 4.803, 0.700], [7.694, 6.187, 0.977], [7.480, 4.654, 2.826], [7.147, 3.236, 1.610], [5.063, 4.520, 0.899], [5.442, 5.787, 2.013], [5.264, 3.957, 3.834], [4.762, 2.887, 2.483], [2.951, 3.420, 5.274], [3.039, 2.480, 3.750], [0.472, 3.605, 4.798], [0.811, 2.300, 3.650], [0.687, 5.244, 3.063], [0.373, 3.805, 1.955], [2.488, 5.334, 1.486], [2.630, 3.598, 1.462], [2.348, 6.095, 4.080], [3.598, 6.507, 2.916], [5.451, 6.066, 4.659], [4.290, 5.356, 5.741], [4.480, 8.346, 5.096], [4.492, 7.467, 6.643], [3.073, 7.574, 5.760], [0.281, -2.601, -3.629], [1.083, -2.344, -2.379], [0.691, -1.168, -1.501], [-0.828, -1.222, -1.004], [-1.067, -0.222, 0.219], [-0.491, -0.824, 1.560], [-1.675, -1.479, 2.396], [-2.753, -1.648, 1.321], [-2.623, -0.314, 0.462], [-0.665, 1.281, -0.068], [-1.615, 2.024, -1.051], [-1.231, 3.513, -0.983], [-0.790, -2.693, -3.454], [0.742, -3.468, -4.102], [0.406, -1.737, -4.282], [2.110, -2.237, -2.729], [1.173, -3.264, -1.802], [0.848, -0.202, -1.980], [1.408, -1.275, -0.687], [-0.917, -2.250, -0.653], [-1.459, -0.887, -1.827], [0.057, -0.046, 2.092], [0.221, -1.625, 1.361], [-2.005, -0.913, 3.268], [-1.364, -2.468, 2.733], [-3.783, -1.788, 1.648], [-2.632, -2.496, 0.648], [-3.041, 0.329, 1.236], [-3.230, -0.485, -0.427], [0.349, 1.201, -0.461], [-0.622, 1.713, 0.932], [-2.654, 1.888, -0.751], [-1.447, 1.636, -2.056], [-0.169, 3.756, -1.007], [-1.578, 3.990, -0.065], [-1.657, 4.016, -1.851], [0.468, 1.336, 7.262], [0.668, 0.162, 6.314], [2.112, -0.158, 5.824], [2.155, -1.366, 4.876], [3.555, -2.052, 4.675], [3.998, -2.837, 5.951], [4.890, -1.893, 6.788], [5.598, -0.938, 5.713], [4.736, -1.002, 4.509], [3.396, -2.998, 3.451], [2.344, -4.134, 3.540], [1.953, -4.951, 2.273], [0.785, 2.310, 6.889], [1.088, 1.260, 8.155], [-0.548, 1.328, 7.655], [0.128, 0.353, 5.387], [0.190, -0.741, 6.695], [2.663, -0.475, 6.709], [2.552, 0.704, 5.323], [1.762, -1.090, 3.897], [1.542, -2.185, 5.253], [4.594, -3.696, 5.641], [3.091, -3.188, 6.442], [5.635, -2.438, 7.368], [4.350, -1.332, 7.550], [6.573, -1.355, 5.462], [5.745, 0.096, 6.026], [5.328, -1.474, 3.725], [4.314, -0.080, 4.109], [4.351, -3.499, 3.298], [3.180, -2.339, 2.610], [1.433, -3.832, 4.056], [2.651, -4.752, 4.384], [2.939, -5.042, 1.817], [1.445, -4.300, 1.562], [1.482, -5.924, 2.410], [-3.269, -1.099, 6.704], [-4.106, -2.359, 6.601], [-5.113, -2.571, 5.419], [-6.320, -1.696, 5.558], [-7.367, -1.786, 4.412], [-8.579, -1.001, 4.879], [-9.756, -1.569, 4.095], [-9.332, -3.043, 3.814], [-7.865, -3.211, 4.289], [-6.859, -1.303, 3.014], [-6.134, 0.031, 3.104], [-5.921, 0.437, 1.637], [-2.467, -1.083, 7.442], [-3.900, -0.281, 7.051], [-2.723, -0.909, 5.780], [-4.540, -2.488, 7.592], [-3.527, -3.279, 6.683], [-5.332, -3.639, 5.435], [-4.464, -2.353, 4.571], [-5.815, -0.733, 5.642], [-6.816, -2.048, 6.463], [-8.327, 0.045, 4.703], [-8.650, -1.030, 5.966], [-9.717, -1.061, 3.131], [-10.721, -1.426, 4.580], [-9.496, -3.192, 2.747], [-10.022, -3.696, 4.350], [-7.241, -3.762, 3.586], [-7.820, -3.709, 5.258], [-7.760, -1.137, 2.423], [-6.284, -2.103, 2.548], [-5.182, -0.116, 3.613], [-6.723, 0.758, 3.663], [-5.178, -0.229, 1.199], [-5.518, 1.429, 1.434], [-6.784, 0.242, 1.000], [5.228, -2.453, -4.334], [4.282, -3.406, -5.046], [3.764, -4.492, -4.203], [4.475, -3.604, -6.492], [2.978, -2.450, -5.124], [6.500, -3.484, -4.410], [7.303, -3.337, -5.619], [6.552, -4.736, -3.713], [7.385, -2.575, -3.442], [2.732, 0.577, 1.385]], "atomic_forces_ev_per_a": [[0.68, 0.85, -0.06], [-0.69, -0.20, 0.92], [-0.44, -0.47, -0.30], [1.11, 0.13, -1.58], [0.82, -0.38, 1.47], [-0.24, -0.07, 1.29], [-0.88, 0.91, -2.23], [0.38, 0.51, 0.29], [0.49, 0.63, 0.54], [0.95, 0.37, 0.47], [0.12, 0.38, -0.16], [-0.16, -0.05, -0.07], [-0.61, -0.24, -0.37], [-0.10, 0.27, -0.26], [0.64, -0.37, 0.12], [-0.06, -0.15, 0.23], [0.02, 0.00, -0.08], [0.15, 0.03, -0.12], [-0.69, 0.34, 0.71], [0.07, -0.05, -0.31], [-0.10, -0.39, -0.42], [-0.07, 0.03, 0.33], [0.42, -0.46, -0.60], [-0.51, -0.77, -0.34], [0.02, 0.08, -0.34], [-0.45, -0.62, 0.07], [-0.44, 0.29, 0.03], [0.28, -0.26, -0.03], [-0.19, -0.51, 0.09], [-0.32, 0.23, 0.24], [1.31, 0.10, 0.75], [0.59, -0.39, 0.48], [-1.20, 0.30, -0.70], [-0.42, -0.16, -0.58], [1.79, 0.31, -0.08], [-0.24, 0.57, 0.68], [0.13, -0.33, -0.22], [-2.61, -0.03, -2.34], [0.54, -0.45, 1.80], [-1.71, 0.84, 0.29], [-0.38, 0.51, -0.29], [-0.32, 0.07, 0.18], [0.15, 0.13, -0.61], [-0.63, -0.03, -0.47], [-0.01, -0.58, -0.13], [0.40, -0.17, 0.47], [-0.26, 0.12, -0.33], [-0.09, -0.08, 0.00], [-0.22, -0.33, -0.19], [0.47, -0.59, 0.00], [0.74, 0.16, 0.38], [0.31, -0.01, -0.12], [-0.25, -0.31, 0.17], [0.87, 0.06, 0.07], [0.07, -0.07, 0.79], [0.53, 0.29, -0.29], [-0.12, 0.19, 0.10], [0.27, -0.37, 0.09], [0.72, -0.22, -0.25], [0.09, 0.23, -0.24], [0.09, 1.64, 0.76], [-1.11, -0.13, -0.26], [0.65, 0.08, -0.40], [-0.39, -0.42, 0.55], [0.83, 1.16, -1.68], [0.50, 0.31, 0.11], [0.18, 0.11, 0.13], [-0.45, -1.26, 1.43], [1.94, -1.05, -0.11], [-0.18, 0.39, 0.17], [-0.29, -0.25, -0.55], [0.19, -0.27, -0.40], [0.05, -0.53, 0.51], [-0.28, 0.57, 0.16], [0.33, -0.35, -0.63], [0.28, -0.08, -0.11], [-0.02, -0.45, -0.54], [0.58, -0.37, -0.18], [-0.46, -0.49, -0.03], [-0.89, 0.24, 0.10], [-0.07, 0.26, 0.14], [-0.49, -0.11, -0.16], [-0.17, 0.41, 0.25], [0.04, -0.02, 0.15], [0.03, 0.25, -0.36], [-0.53, 0.09, 0.45], [-0.43, -0.44, -0.17], [-0.27, 0.12, 0.02], [0.32, 0.12, -0.01], [0.10, -0.15, 0.40], [1.00, -0.85, 0.07], [-0.72, 0.91, -1.30], [1.85, -0.64, 0.85], [0.26, -0.48, 0.63], [-1.04, 1.20, -0.05], [0.35, -0.29, -0.75], [-0.28, 0.12, -1.50], [0.28, -1.16, 0.74], [-1.09, 0.28, 0.78], [1.32, 0.89, -0.11], [0.02, -0.04, 0.14], [-0.18, 0.32, -0.17], [-0.47, -0.06, -0.04], [0.40, 0.13, 0.38], [-0.46, -0.20, -0.16], [-0.52, 0.11, 0.38], [0.02, -0.04, 0.19], [-0.23, 0.30, 0.26], [0.30, -0.16, -0.04], [-0.15, -0.38, -0.16], [0.01, -0.13, -0.52], [0.57, -0.01, 0.31], [-0.26, -0.20, 0.23], [0.22, 0.04, 0.21], [-0.33, 0.53, 0.40], [0.35, 0.12, -0.41], [-0.72, -0.13, -0.13], [-0.39, -0.59, 0.47], [-0.06, 0.50, -0.54], [0.23, -0.27, -0.40], [0.23, 0.52, -0.31], [0.33, -0.66, 2.26], [-0.50, -0.17, -2.56], [1.19, -0.15, 0.98], [1.23, 0.40, 0.16], [-1.02, 0.94, 0.46], [-0.61, -2.82, -0.85], [-0.08, 1.58, 0.50], [-1.61, 0.25, -0.94], [-1.55, 0.39, 0.54], [-0.19, -0.26, 0.13], [0.12, 0.00, -0.12], [-0.08, 0.15, -0.03], [0.59, -0.04, -0.26], [-0.54, -0.23, -0.25], [-0.55, 0.06, 0.26], [0.59, -0.06, 0.04], [-0.12, 0.57, -0.01], [-0.14, 0.03, -0.01], [0.33, 0.77, 0.12], [-0.04, -0.57, 0.16], [0.82, 0.08, 0.10], [-0.27, 0.45, 0.63], [0.28, -0.92, 0.03], [0.47, -0.20, -0.18], [0.32, 0.00, -0.47], [-0.02, -0.02, 0.18], [0.60, 0.20, -0.11], [-0.26, 0.07, 0.07], [0.20, 0.00, -0.28], [-0.51, -0.18, -0.99], [-0.25, -0.14, 0.37], [-0.70, 0.15, 0.50], [0.31, 0.84, 0.07], [-1.32, -1.32, -0.51], [0.47, 0.71, 1.30], [0.04, -0.63, -0.21], [1.25, 0.10, -1.28], [-0.62, 0.82, -0.36], [0.26, 0.30, -0.58], [0.48, 0.35, 0.86], [0.18, -0.01, 0.14], [0.20, -0.13, -0.19], [0.47, -0.45, 0.01], [-0.54, -0.36, 0.75], [0.18, -0.12, -0.06], [-0.23, -0.11, 0.17], [-0.57, 0.26, -0.85], [0.51, -0.63, -0.19], [0.01, 0.03, -0.06], [0.04, -0.19, 0.49], [0.39, -0.02, 0.33], [-0.53, 0.02, -0.79], [-0.07, 0.20, 0.23], [-1.12, 0.16, 0.00], [0.33, -0.26, 0.77], [0.51, 0.12, 0.26], [0.09, -0.01, -0.66], [0.43, 0.21, 0.13], [0.01, 0.53, 0.13], [-0.33, -0.01, -1.54], [-1.16, 1.79, -0.59], [0.79, 0.34, -0.54], [-0.50, -0.10, 1.60], [-1.29, 2.58, -0.10], [0.84, -0.84, -1.27], [1.11, 0.98, -0.89], [0.01, 0.37, -0.39], [1.40, -1.54, 0.47], [1.32, -1.62, 0.80], [-0.69, -0.36, -1.00], [-0.94, 0.93, 1.00], [-0.05, -0.16, -0.40], [0.04, 0.20, 0.41], [0.31, -0.05, 0.52], [-0.15, -1.10, 0.53], [0.14, -0.13, 0.87], [0.25, -0.03, -0.40], [0.17, 0.03, 0.23], [0.22, -0.36, -0.05], [-0.62, -0.25, 0.40], [0.14, 0.46, -0.26], [-0.06, -0.59, 0.65], [0.25, 0.16, 0.00], [0.25, -0.16, 0.22], [-0.69, -0.15, -0.19], [-0.57, 0.43, 0.15], [-0.11, 0.14, 0.44], [-0.28, -0.28, -0.07], [0.17, -0.02, 0.31], [0.17, -0.11, 0.12], [-0.09, -0.11, -0.40], [-0.21, -0.25, -0.11], [0.27, -0.29, -0.15], [0.52, 0.06, -0.19], [-0.27, 0.06, -0.16], [0.19, 0.48, -0.07], [0.16, -0.40, -0.35], [-0.92, -0.10, 0.54], [3.09, 1.18, 0.57], [-2.28, -0.75, -0.10], [-0.59, -0.10, 0.49], [0.43, -0.23, -1.65], [-0.13, 0.72, -1.15], [0.59, -2.91, 1.82], [-0.41, -1.72, -0.23], [1.49, -0.13, 1.19], [-0.30, 0.16, -0.31], [-0.16, -0.42, 0.06], [-0.45, -0.03, -0.31], [0.05, -0.06, -0.27], [0.16, 0.43, 0.10], [-0.39, -0.08, 0.40], [0.15, -0.04, -0.21], [-0.32, 0.65, 0.57], [-0.89, 0.27, 0.05], [-0.30, -0.34, 0.31], [-0.04, 0.06, -0.26], [0.06, 0.35, -0.57], [0.04, 0.24, -0.20], [0.16, 0.14, 0.21], [0.04, 0.35, 0.45], [0.56, -0.09, 0.30], [0.52, 1.30, -0.83], [0.40, 0.87, -0.18], [0.02, 0.28, 0.20], [-0.08, 0.21, -0.13], [-0.04, 0.04, -0.14], [-0.14, -0.02, -0.08], [0.20, -0.57, -0.17], [-0.35, -0.05, -0.02], [-0.13, 0.26, 0.19], [0.74, -0.32, 0.80], [0.28, -0.10, -1.36], [-0.21, -0.88, 0.78], [0.42, -0.35, 0.24], [-0.36, 0.19, 0.68], [0.02, 0.72, -0.08], [0.35, 0.74, -0.54], [-0.46, -0.91, 1.66], [-1.04, -1.30, -2.23], [-0.24, 0.05, -0.24], [-1.34, -0.15, 2.23], [2.16, 1.65, 0.19], [-0.42, 0.03, -0.50], [0.10, -0.43, 0.11], [-0.03, 0.32, -0.27], [-0.50, 0.23, -0.26], [0.23, -0.08, 0.34], [0.35, 0.57, 0.03], [0.15, 0.06, 0.30], [0.38, -0.04, -0.25], [-0.07, 0.20, 0.15], [-0.16, 0.03, -0.28], [0.18, 0.00, 0.10], [-0.02, -0.21, -0.28], [-0.20, 0.08, -0.30], [0.00, 0.09, 0.19], [-0.08, -0.21, 0.38], [-0.21, 0.31, -0.35], [-0.07, -0.12, 0.13], [0.18, 0.37, 0.08], [0.17, 0.18, -0.08], [-0.40, 0.83, -0.51], [0.67, -0.82, -0.47], [-0.08, -0.91, -0.52], [-0.54, -0.12, 0.07], [0.07, 0.34, 0.28], [0.10, 0.19, -0.28], [-0.14, -1.22, 1.43], [1.66, -0.64, 0.79], [0.69, -0.64, -0.83], [1.27, -0.10, 0.80], [0.13, 0.80, -0.04], [1.32, 0.06, -0.28], [-0.77, 0.31, 0.27], [-1.03, 0.10, -0.54], [-0.98, 0.26, 1.79], [0.03, -0.36, -0.80], [0.71, -0.33, -0.39], [-0.16, -0.77, 0.31], [-0.02, 0.41, -0.56], [-0.26, 0.48, -0.41], [-0.98, 0.32, -0.03], [0.65, 0.12, -0.76], [-0.17, 0.04, -0.26], [-0.40, 0.03, -0.70], [-1.31, 0.65, 0.08], [-0.28, 0.63, -0.05], [-0.37, 0.08, -0.28], [-0.05, -0.69, -0.05], [-0.70, 0.18, 0.06], [0.18, -0.08, -0.10], [0.33, -0.46, 0.11], [0.33, -0.27, -0.09], [0.00, 0.08, 0.12], [0.04, 0.24, 0.04], [-0.06, -0.32, 0.07], [0.12, 0.06, 0.27], [0.13, 0.19, -0.01], [0.01, 0.02, -0.11], [0.15, -0.21, 0.07], [-0.33, 0.24, 0.35], [-0.35, 0.44, 0.28], [1.66, -0.66, 0.94], [-6.12, -2.76, -4.31], [0.70, 1.34, -1.14], [0.14, -0.18, 3.26], [-0.39, 0.86, 0.59], [7.53, 1.37, -1.34], [-2.54, -0.64, 1.65], [-1.52, 0.53, -0.09], [-0.02, 0.67, 1.19], [-0.20, 0.04, 0.05]], "mulliken_charge": [-0.942, -0.803, -0.423, -0.667, 0.459, -1.221, 1.346, -0.197, -1.545, -0.846, 0.248, 0.463, 0.064, 0.379, 0.418, 0.184, 0.297, 0.558, 0.244, 0.492, 0.282, -1.092, 0.268, 0.939, -0.059, 0.333, 0.633, 0.385, 0.392, 0.318, -1.567, 0.103, 0.223, 0.759, 0.260, 0.720, 2.507, -1.691, 0.199, -0.970, 0.504, 0.281, 0.409, -0.431, 0.542, 0.571, -0.514, -1.393, 0.561, -0.401, -0.211, -1.087, -0.538, 0.433, 0.573, 0.535, -0.186, 0.468, 0.364, 0.344, -0.493, -1.205, -0.734, -0.164, 0.303, -0.896, -0.587, 1.272, -0.848, -0.981, 0.323, 0.049, 0.460, 0.454, 0.332, 0.248, 0.458, -0.119, 0.493, 0.417, 0.371, 0.478, 0.302, 0.528, -1.249, 0.481, 0.304, 0.390, 0.439, 0.365, -0.631, -0.913, 0.837, -1.653, 0.754, -0.538, 0.615, -0.982, 0.186, -0.751, 0.541, 0.442, -0.277, 0.486, 0.266, -0.461, 0.330, 0.687, 0.403, 0.019, 0.544, -0.379, -0.015, 0.481, 0.351, -0.377, 0.528, 1.115, -0.499, -0.296, -1.271, -0.530, -0.860, -0.853, 0.863, -0.463, 1.510, -0.143, -1.155, -1.026, 0.379, 0.317, 0.341, 0.415, 0.343, 0.436, 0.375, 0.561, 0.423, -0.338, 0.221, -0.422, -0.278, -0.461, 0.620, 0.577, 0.412, 0.478, -0.118, 0.512, -0.705, -1.031, 0.078, -0.730, 0.638, 0.420, -0.142, -1.032, -0.634, -1.392, 0.029, 0.216, 0.455, 0.464, 0.401, -0.233, 0.518, 0.418, 0.291, 0.357, -0.647, 0.219, 0.212, 0.421, 0.431, 0.477, 0.299, 0.488, 0.558, 0.330, -1.498, 0.184, -0.494, -1.160, 0.783, -0.660, 1.158, -0.468, -0.377, -0.956, -0.157, -1.439, 0.260, 0.406, 0.406, 0.509, -0.086, 0.226, 0.354, 0.382, 0.421, 0.581, -0.439, 0.256, -0.532, 0.475, 0.026, 0.604, -0.360, 0.668, 0.535, 0.246, 0.291, 0.377, 0.377, 0.355, -1.335, 0.293, 1.402, -0.630, 1.151, 1.247, 0.182, -0.157, -0.411, 0.123, 1.638, -1.148, 0.285, 0.678, -0.138, -0.656, 0.350, -0.308, -0.180, -0.227, 0.440, -0.880, -0.492, -1.094, 1.045, 0.269, -0.535, 0.001, 0.402, -0.003, -0.088, -0.448, -0.595, 0.315, 0.226, 0.051, -1.539, -0.288, 0.736, -1.152, 0.995, -0.563, -1.110, -0.638, 1.336, -0.114, -1.195, -0.694, 0.174, 0.525, 0.299, -0.246, 0.686, 0.264, -0.424, 0.056, 0.574, 0.578, 0.328, 0.542, 0.298, 0.379, 0.548, -1.231, 0.041, 0.468, 0.072, 0.308, 0.535, -0.095, -0.047, 0.508, -0.308, -1.609, 0.458, -1.267, 0.269, -0.507, -0.725, -0.623, -0.639, -1.475, 0.769, -1.417, 0.618, 0.370, -0.297, 0.478, 0.514, 0.584, -0.410, 0.457, 0.613, 0.360, 0.580, 0.325, 0.412, 0.283, 0.385, 0.359, 0.505, 0.465, 0.468, -0.590, 0.724, 0.083, 0.364, 0.663, 0.043, 0.732, -0.597, -0.626, -0.251, 0.965, -0.588, -0.538, -0.281, -1.369]}